C2H5IO in the gas phase in a non-equilibrium geometry, computed with ωB97M-V with the def2-TZVPD basis set.

XYZ file:
```
9
Properties=species:S:1:pos:R:3:nbo_charge:R:1
C -0.28205 -0.17912 0.76238 -0.08
C -0.31991 0.53465 -0.66256 -0.53
O 0.42723 -1.48139 0.58297 -0.72
I 1.69453 1.01139 -1.30343 0.06
H -1.29301 -0.29091 0.92602 0.19
H 0.35113 0.40477 1.40330 0.18
H -0.80179 1.46224 -0.61531 0.21
H -0.99210 -0.20774 -1.24391 0.24
H 1.21597 -1.25388 0.15055 0.46
```

Output
gap between HOMO and LUMO: 10.1 eV
energy relative to the best compared isomer or geometry (same formula, charge and spin): 16.3 kcal per mole
charge: 0
SMILES: OCCI
2S+1: 1

---

C3Br2F2 in the gas phase in a non-equilibrium geometry, computed with ωB97M-V with the def2-TZVPD basis set.

XYZ file:
```
7
Properties=species:S:1:pos:R:3:nbo_charge:R:1
C 0.76729 0.07825 -0.02438 -0.20
C -0.61281 0.17262 0.47889 0.22
C 0.05901 -0.84272 -0.64252 0.44
F -0.89621 0.14525 1.86349 -0.33
F -0.04623 -1.96052 -1.28907 -0.24
Br 2.49226 0.97833 0.01580 0.09
Br -1.76330 1.42880 -0.40221 0.03
```

Output
gap between HOMO and LUMO: 10.2 eV
energy relative to the best compared isomer or geometry (same formula, charge and spin): 4.5 kcal per mole
charge: 0
SMILES: FC1=C(Br)[C@@]1(F)Br
2S+1: 1